A cluster of 7 separate species, C30H80BF6N6O14S2 in total, computed with ωB97M-V/def2-TZVPD.

Values from the calculation:
Maximum force   0.158 Eh/bohr
Net charge   +3
Gap between HOMO and LUMO   7.1 eV
ΔE to the lowest compared entry with this formula, charge and spin   154.1 kJ/mol

Positions of all 139 atoms, in Å:
C -6.453 8.173 1.209
O -6.300 6.749 1.253
C -6.080 6.219 2.528
C -5.815 4.700 2.253
N -4.606 4.389 1.328
H -4.784 4.745 0.400
H -3.812 4.982 1.525
C -4.212 2.972 0.987
C -5.390 2.137 0.367
O -5.976 3.025 -0.579
C -7.058 2.441 -1.320
H -6.815 8.506 2.182
H -7.150 8.406 0.404
H -5.481 8.648 1.077
H -6.837 6.368 3.298
H -5.201 6.697 2.961
H -6.593 4.259 1.631
H -5.589 4.207 3.199
H -3.840 2.495 1.893
H -3.343 3.198 0.369
H -6.179 1.818 1.049
H -5.004 1.248 -0.131
H -7.932 2.435 -0.668
H -6.928 1.470 -1.797
H -7.290 3.153 -2.112
C -8.383 -4.454 7.263
O -7.052 -4.120 6.873
C -6.978 -3.559 5.599
C -5.645 -2.868 5.257
N -4.507 -3.901 5.005
H -4.164 -4.287 5.873
H -4.824 -4.706 4.484
C -3.274 -3.377 4.207
C -2.437 -2.535 5.217
O -3.124 -1.445 5.802
C -2.330 -0.767 6.813
H -8.839 -3.470 7.380
H -8.345 -5.036 8.183
H -8.977 -5.058 6.577
H -7.750 -2.821 5.377
H -7.236 -4.295 4.837
H -5.236 -2.341 6.118
H -5.751 -2.191 4.409
H -3.583 -2.909 3.272
H -2.609 -4.146 3.814
H -1.518 -2.151 4.773
H -2.162 -3.125 6.091
H -2.795 0.206 6.971
H -1.336 -0.561 6.416
H -2.281 -1.196 7.814
C -2.262 -4.666 -6.422
O -0.858 -4.917 -6.674
C -0.190 -4.926 -5.375
C 1.353 -5.092 -5.501
N 1.920 -4.660 -6.916
H 2.868 -5.000 -6.991
H 1.435 -5.172 -7.639
C 1.787 -3.163 -7.126
C 2.778 -2.405 -6.245
O 4.102 -2.782 -6.682
C 5.152 -1.903 -6.586
H -2.817 -4.765 -7.354
H -2.481 -3.648 -6.099
H -2.507 -5.453 -5.710
H -0.496 -5.879 -4.943
H -0.364 -4.064 -4.731
H 1.644 -6.141 -5.546
H 1.902 -4.707 -4.641
H 0.752 -2.951 -6.856
H 1.901 -2.949 -8.188
H 2.596 -2.701 -5.212
H 2.523 -1.349 -6.339
H 4.914 -1.201 -7.385
H 6.088 -2.442 -6.733
H 5.084 -1.414 -5.615
C 5.031 6.703 -4.099
O 4.109 6.455 -3.044
C 3.916 5.081 -2.731
C 2.873 4.998 -1.590
N 1.483 5.496 -2.104
H 0.823 5.526 -1.340
H 1.580 6.475 -2.332
C 0.824 4.781 -3.331
C -0.397 5.566 -3.746
O -1.338 5.867 -2.731
C -2.675 6.110 -3.257
H 5.758 5.891 -4.130
H 5.381 7.714 -3.890
H 4.475 6.621 -5.032
H 4.850 4.644 -2.377
H 3.765 4.464 -3.617
H 2.997 5.582 -0.679
H 2.612 3.967 -1.352
H 0.622 3.837 -2.824
H 1.519 4.573 -4.145
H -0.861 5.054 -4.588
H -0.027 6.522 -4.117
H -2.755 6.818 -4.082
H -3.266 6.484 -2.421
H -3.133 5.209 -3.664
C 8.234 -9.039 3.936
O 7.530 -8.196 3.045
C 6.713 -7.271 3.744
C 5.962 -6.252 2.875
N 7.012 -5.619 1.917
H 7.744 -5.117 2.400
H 7.537 -6.282 1.365
C 6.262 -4.672 0.928
C 7.174 -4.018 -0.160
O 8.308 -4.795 -0.353
C 8.853 -4.673 -1.632
H 8.978 -8.467 4.490
H 8.740 -9.850 3.412
H 7.615 -9.542 4.678
H 7.365 -6.689 4.396
H 5.970 -7.779 4.359
H 5.558 -5.369 3.369
H 5.315 -6.881 2.264
H 5.869 -3.894 1.583
H 5.496 -5.271 0.435
H 7.372 -2.972 0.070
H 6.568 -3.926 -1.062
H 8.192 -5.056 -2.410
H 9.786 -5.220 -1.767
H 9.084 -3.640 -1.891
N -0.307 7.029 2.495
S 0.314 6.817 3.909
O -0.549 6.889 5.053
O 1.738 6.976 4.153
F 0.402 5.230 3.834
S -0.231 8.720 2.632
O 1.030 9.380 2.387
O -1.164 9.353 3.583
F -0.963 9.139 1.282
B 1.445 -0.695 -0.477
F 0.440 -0.477 -1.424
F 1.423 -1.989 -0.005
F 2.699 -0.448 -1.002
F 1.301 0.145 0.588

=====

A structure of composition C5H11N2O, computed with ωB97M-V/def2-TZVPD.

Values from the calculation:
Maximum force   0.098 Eh/bohr
Net charge   +1
Gap between HOMO and LUMO   3.7 eV
ΔE to the lowest compared entry with this formula, charge and spin   1201.6 kJ/mol

Positions of all 19 atoms, in Å:
O -1.354 -1.871 0.091
C -1.382 -1.186 -0.988
C -0.408 -0.905 -2.020
C -1.278 0.373 -0.776
C -0.335 0.741 0.390
N 1.316 1.087 2.232
C 2.124 0.866 1.101
N 1.097 0.694 -0.087
H -2.306 -1.508 -1.458
H -0.552 -0.229 -2.817
H 0.366 -1.602 -2.230
H -1.058 1.178 -1.445
H -2.289 0.558 -0.487
H -0.439 0.018 1.204
H -0.548 1.779 0.796
H 2.724 -0.046 1.010
H 1.602 1.393 3.185
H 2.765 1.754 0.775
H 1.350 -0.128 -0.529

=====

A cluster of 2 separate species, C4H14NOS in total, computed with ωB97M-V/def2-TZVPD.

Values from the calculation:
Spin multiplicity   2
Maximum force   0.043 Eh/bohr
Net charge   +2
Gap between HOMO and LUMO (spin up / spin down)   11.7 / 6.9 eV
ΔE to the lowest compared entry with this formula, charge and spin   0.0 kJ/mol

Positions of all 21 atoms, in Å:
C -1.234 -0.349 -0.208
C -0.531 -0.070 -1.559
C 0.924 0.594 -1.398
S 1.889 -0.037 -0.046
C 2.845 -1.307 -0.924
N -1.146 0.787 0.768
H -0.739 -1.218 0.199
H -2.292 -0.666 -0.272
H -0.474 -1.074 -2.032
H -1.114 0.577 -2.254
H 1.471 0.382 -2.329
H 0.761 1.661 -1.258
H 3.415 -1.742 -0.096
H 2.266 -2.170 -1.328
H 3.555 -0.845 -1.624
H -1.735 1.508 0.319
H -0.238 1.263 0.707
H -1.319 0.640 1.783
H -1.637 1.004 4.333
H -2.813 0.583 3.679
O -1.854 0.480 3.541

=====

A cluster of 2 separate species, C4H9N3 in total, computed with ωB97M-V/def2-TZVPD.

Values from the calculation:
Maximum force   0.075 Eh/bohr
Gap between HOMO and LUMO   9.2 eV
ΔE to the lowest compared entry with this formula, charge and spin   295.3 kJ/mol

Positions of all 16 atoms, in Å:
H -0.430 0.953 0.475
N 0.614 1.463 0.405
C 1.401 0.570 0.074
C 2.888 0.578 0.030
H 0.880 -0.534 -0.001
H 3.259 1.597 0.119
H 3.294 -0.026 0.842
H 3.234 0.149 -0.911
C -2.497 -0.069 -0.564
N -1.466 -0.346 0.438
C -0.657 -1.451 0.198
N -0.466 -2.580 -0.027
H -2.047 -0.119 -1.552
H -3.314 -0.795 -0.507
H -2.873 0.942 -0.408
H -1.820 -0.333 1.388

=====

A cluster of 2 separate species, CH4F2N2 in total, computed with ωB97M-V/def2-TZVPD.

Values from the calculation:
Maximum force   0.123 Eh/bohr
Gap between HOMO and LUMO   10.2 eV
ΔE to the lowest compared entry with this formula, charge and spin   208.6 kJ/mol

Positions of all 9 atoms, in Å:
C 0.788 -0.262 0.151
N -0.209 -0.954 0.779
N 0.543 0.500 -0.970
F 1.929 -0.845 0.149
F 0.647 1.600 1.300
H -1.050 -0.406 0.686
H 0.118 -0.979 1.721
H 1.147 1.187 -1.254
H -0.402 1.032 -0.720

=====

A cluster of 4 separate species, C6H21NO5 in total, computed with ωB97M-V/def2-TZVPD.

Values from the calculation:
Maximum force   0.032 Eh/bohr
Gap between HOMO and LUMO   9.5 eV
ΔE to the lowest compared entry with this formula, charge and spin   334.4 kJ/mol

Positions of all 33 atoms, in Å:
C -1.822 3.649 1.022
O -2.634 2.523 1.249
C -2.085 1.275 0.882
C -0.655 0.973 1.366
N 0.000 0.020 0.463
C 1.477 0.041 0.720
C 2.134 -1.099 -0.031
O 2.066 -0.816 -1.419
C 2.132 -1.917 -2.300
H -2.446 4.508 1.264
H -1.538 3.751 -0.034
H -0.920 3.643 1.638
H -2.074 1.232 -0.219
H -2.763 0.484 1.197
H -0.833 0.564 2.373
H -0.053 1.876 1.443
H -0.212 -0.901 0.859
H 1.613 -0.196 1.780
H 1.885 0.967 0.322
H 1.710 -2.096 0.140
H 3.193 -1.195 0.248
H 1.194 -2.486 -2.265
H 2.902 -2.648 -2.035
H 2.249 -1.489 -3.290
O 0.658 1.456 -2.322
H 0.160 1.283 -1.515
H 1.238 0.680 -2.387
O -0.814 -2.865 1.292
H -1.027 -3.770 1.037
H -0.743 -2.898 2.253
O -1.434 -1.525 -1.630
H -1.175 -0.761 -1.086
H -1.382 -2.263 -1.017

=====

A structure of composition C31H48AsAuO6PSSi3, computed with ωB97M-V/def2-TZVPD.

Values from the calculation:
Maximum force   0.008 Eh/bohr
Net charge   +1
Gap between HOMO and LUMO   6.8 eV
ΔE to the lowest compared entry with this formula, charge and spin   82.1 kJ/mol

Positions of all 92 atoms, in Å:
Au 0.285 0.707 -0.288
O -0.719 -2.840 3.083
S 0.064 -1.959 2.256
O -0.211 -0.534 2.450
O 0.101 -2.302 0.825
C 1.754 -2.138 2.697
C 2.172 -2.812 3.823
C 3.533 -2.891 4.094
C 4.444 -2.291 3.243
C 4.010 -1.605 2.115
C 2.649 -1.533 1.826
P 2.110 -0.723 0.279
C 2.335 -1.908 -1.063
C 3.432 -2.766 -1.073
C 3.605 -3.650 -2.127
C 2.691 -3.679 -3.171
C 1.598 -2.826 -3.164
C 1.421 -1.945 -2.109
C 3.458 0.489 0.091
C 3.618 1.439 1.105
C 4.566 2.440 0.981
C 5.361 2.506 -0.160
C 5.206 1.568 -1.171
C 4.256 0.560 -1.050
H 1.431 -3.269 4.466
H 3.882 -3.421 4.970
H 5.503 -2.349 3.453
H 4.738 -1.131 1.471
H 4.143 -2.760 -0.258
H 4.454 -4.320 -2.130
H 2.830 -4.373 -3.990
H 0.881 -2.852 -3.974
H 0.562 -1.286 -2.090
H 2.997 1.388 1.994
H 4.690 3.168 1.771
H 6.103 3.286 -0.256
H 5.826 1.618 -2.056
H 4.132 -0.164 -1.845
C 1.286 4.302 -0.186
C 1.110 3.478 -1.455
C 1.718 4.146 -2.672
O 1.732 2.179 -1.278
C -0.391 3.220 -1.666
O -1.080 4.048 -2.211
O -0.905 2.122 -1.144
H 2.346 4.496 -0.006
H 0.877 3.776 0.680
H 0.772 5.256 -0.293
H 2.776 4.352 -2.500
H 1.199 5.083 -2.863
H 1.617 3.509 -3.550
H 2.642 2.277 -0.958
C -4.428 0.194 -2.384
Si -2.646 -0.341 -2.232
C -2.388 -2.167 -2.518
C -1.642 0.639 -3.453
As -2.114 -0.111 0.149
Si -3.257 -2.004 1.270
C -4.932 -1.851 0.432
C -3.429 -1.568 3.071
C -2.666 -3.724 0.895
Si -2.968 1.862 1.377
C -4.810 1.559 1.474
C -2.728 3.512 0.563
C -2.142 1.826 3.042
H -4.720 0.146 -3.436
H -4.534 1.235 -2.069
H -5.122 -0.418 -1.816
H -2.560 -2.389 -3.575
H -3.086 -2.770 -1.938
H -1.382 -2.495 -2.259
H -2.094 0.432 -4.427
H -0.604 0.313 -3.496
H -1.679 1.712 -3.271
H -5.322 -0.847 0.309
H -5.632 -2.388 1.081
H -4.934 -2.354 -0.535
H -4.230 -0.844 3.235
H -2.502 -1.207 3.503
H -3.694 -2.489 3.597
H -2.892 -4.007 -0.133
H -3.251 -4.376 1.552
H -1.618 -3.891 1.100
H -5.293 1.626 0.498
H -5.219 2.361 2.097
H -5.080 0.615 1.939
H -3.028 3.542 -0.483
H -1.700 3.866 0.632
H -3.356 4.212 1.125
H -2.619 1.122 3.720
H -2.223 2.828 3.472
H -1.089 1.553 2.978

=====

The molecule C5H5NO, computed with ωB97M-V/def2-TZVPD.

Values from the calculation:
Maximum force   0.131 Eh/bohr
Gap between HOMO and LUMO   9.2 eV
ΔE to the lowest compared entry with this formula, charge and spin   301.4 kJ/mol

Positions of all 12 atoms, in Å:
N 1.966 0.918 1.042
C 1.041 0.114 0.899
C 0.087 -0.827 0.928
C -1.036 -0.343 0.323
C -0.915 0.478 -0.711
C 0.277 0.763 -1.440
O 0.540 1.840 -1.979
H 2.645 1.074 0.420
H 0.023 -1.742 1.569
H -2.046 -0.635 0.757
H -1.741 1.004 -1.040
H 0.960 -0.136 -1.714

=====

A structure of composition C11H21ClF5O2P2Ti, computed with ωB97M-V/def2-TZVPD.

Values from the calculation:
Spin multiplicity   2
Maximum force   0.122 Eh/bohr
Net charge   +2
Gap between HOMO and LUMO (spin up / spin down)   6.3 / 7.3 eV

Positions of all 43 atoms, in Å:
C 3.538 2.343 -0.677
C 2.342 2.254 -1.401
H 4.287 2.961 -1.215
H 3.925 1.307 -0.556
H 3.297 2.810 0.307
O 1.365 2.231 -2.033
Cl 1.410 -0.454 2.100
Ti 0.011 -0.205 0.354
P 0.882 -1.915 -1.307
C -0.108 -2.391 -2.762
C 2.527 -1.580 -1.997
H 2.781 -2.361 -2.730
H 1.552 -4.242 -1.215
H 3.259 -1.591 -1.181
H 1.709 -3.424 0.381
H -0.304 -1.507 -3.378
H 2.540 -0.594 -2.478
C 1.086 -3.538 -0.510
H 0.431 -3.153 -3.339
H 0.098 -3.900 -0.205
H -1.068 -2.801 -2.422
P -1.199 1.851 1.122
C -2.756 2.406 0.360
C -1.703 1.689 2.860
H 0.806 3.112 1.616
H -0.684 4.124 1.688
H 0.040 3.659 0.098
C -0.153 3.337 1.129
H -0.842 1.380 3.459
H -2.100 2.648 3.221
H -3.139 3.280 0.905
H -3.490 1.592 0.420
H -2.471 0.912 2.925
H -2.588 2.652 -0.695
C -0.812 0.470 -1.397
O -1.352 0.821 -2.376
F -2.016 -2.409 -0.230
C -1.750 -1.436 0.754
F -2.949 -0.707 0.869
C -1.614 -2.214 2.073
F -2.733 -2.950 2.234
F -0.553 -3.070 2.073
F -1.499 -1.396 3.157

=====

The ion C8H17BrN with charge +1, computed with ωB97M-V/def2-TZVPD.

Values from the calculation:
Spin multiplicity   3
Maximum force   0.125 Eh/bohr
Net charge   +1
Gap between HOMO and LUMO (spin up / spin down)   6.9 / 8.0 eV
ΔE to the lowest compared entry with this formula, charge and spin   74.6 kJ/mol

Positions of all 27 atoms, in Å:
C 0.234 -0.233 -1.977
C -0.782 0.497 -1.098
C 0.416 -1.586 -1.284
C -0.176 -0.961 0.715
C -1.552 -1.544 0.941
C 0.905 -1.259 1.763
C 0.433 2.728 -0.294
C 0.626 1.477 0.502
N -0.468 0.440 0.329
Br 2.245 -2.042 -1.156
H -0.148 -0.414 -2.897
H 1.067 0.362 -1.891
H -0.957 1.477 -1.398
H -1.885 0.202 -1.285
H -0.200 -2.397 -1.340
H -2.033 -1.049 1.778
H -1.440 -2.546 1.137
H -2.146 -1.363 0.134
H 1.985 -1.088 1.463
H 0.937 -2.354 1.831
H 0.613 -0.800 2.739
H 0.978 2.585 -1.319
H -0.615 2.896 -0.406
H 0.865 3.556 0.267
H 0.732 1.557 1.524
H 1.535 1.064 0.239
H -1.171 0.795 0.982

=====

The molecule C4H6N2O, computed with ωB97M-V/def2-TZVPD.

Values from the calculation:
Maximum force   0.029 Eh/bohr
Gap between HOMO and LUMO   8.6 eV
ΔE to the lowest compared entry with this formula, charge and spin   167.3 kJ/mol

Positions of all 13 atoms, in Å:
N -2.336 -0.209 0.089
C -0.953 0.071 0.064
C -0.298 1.228 -0.157
C 1.110 0.919 -0.285
C 1.239 -0.410 -0.056
O 2.331 -1.211 -0.037
N -0.010 -0.999 0.202
H -2.602 -0.524 -0.840
H -2.568 -0.970 0.724
H -0.759 2.200 -0.227
H 1.903 1.619 -0.511
H 3.103 -0.646 -0.180
H -0.159 -1.068 1.214